Arrangement w

DFT (ωB97M-V/def2-TZVPD) results for a cluster of 2 separate species, C2H5S in total.

Results
LUMO level = 4.03 eV
HOMO level = -2.33 eV
Gap between HOMO and LUMO = 6.4 eV

Structure (ORCA input):
```
! RIJCOSX wB97M-V def2-TZVPD def2/J DEFGRID3
* xyz -1 1
S 2.75236 -1.67287 0.52243
H 3.99857 -1.73128 0.01965
C -1.31719 0.87814 -0.70883
C -0.90166 0.39471 0.53979
H -0.51147 1.20208 -1.38620
H -2.12338 0.34776 -1.24292
H -0.22582 0.77380 1.23615
H -1.67142 -0.19235 1.01993
*
```

---

Arrangement x

DFT (ωB97M-V/def2-TZVPD) results for a cluster of 2 separate species, C2H5S in total.

Results
LUMO level = 4.17 eV
HOMO level = -2.40 eV
Gap between HOMO and LUMO = 6.6 eV

Structure (ORCA input):
```
! RIJCOSX wB97M-V def2-TZVPD def2/J DEFGRID3
* xyz -1 1
S 1.92940 0.09106 -0.16373
H 2.55037 -1.13259 -0.28916
C -1.65959 -0.41783 -0.16184
C -2.52381 0.34980 0.52260
H -0.93644 0.05945 -0.80690
H -1.94698 -1.46386 -0.12134
H -2.89174 1.29702 0.10705
H -2.97015 0.07224 1.48668
*
```

---

Arrangement y

DFT (ωB97M-V/def2-TZVPD) results for a cluster of 2 separate species, C2H5S in total.

Results
LUMO level = 3.67 eV
HOMO level = -2.34 eV
Gap between HOMO and LUMO = 6.0 eV

Structure (ORCA input):
```
! RIJCOSX wB97M-V def2-TZVPD def2/J DEFGRID3
* xyz -1 1
S -0.84332 2.21872 3.31119
H -1.75921 1.31614 3.69633
C 0.88549 -0.47258 -0.73251
C 0.02116 -0.82655 -1.65687
H 1.95347 -0.44888 -0.53958
H 0.45598 -0.03278 0.17749
H 0.29871 -1.25284 -2.61549
H -1.01228 -0.50123 -1.64056
*
```

---

The relative energies come out as arrangement w 10.2; arrangement x 12.6; arrangement y 0.0, with values in kcal/mol.

---

Arrangement w

DFT (ωB97M-V/def2-TZVPD) results for a cluster of 3 separate species, C3H15N2O2 in total.

Results
LUMO level = -2.76 eV
HOMO level = -13.68 eV
Gap between HOMO and LUMO = 10.9 eV

Structure (ORCA input):
```
! RIJCOSX wB97M-V def2-TZVPD def2/J DEFGRID3
* xyz 1 1
N 1.49293 -1.57577 1.38477
C 0.28094 -1.58961 2.16989
C -0.86255 -1.88972 1.19254
N -0.91078 -0.83823 0.14866
C -1.09627 -1.37928 -1.26117
H 2.24072 -1.11902 1.87786
H 1.82605 -2.50269 1.17055
H -0.09801 -0.23683 0.11594
H 0.18507 -2.39575 2.91902
H 0.24616 -0.70028 2.79081
H -0.68283 -2.84547 0.70624
H -1.90664 -2.09170 1.47233
H -1.75782 -0.28886 0.22118
H -1.66125 -0.65819 -1.83175
H -1.58219 -2.35614 -1.19532
H -0.12988 -1.65798 -1.67407
H 2.80376 5.42136 -2.55934
H 3.43298 4.05323 -2.82973
O 2.78432 4.49007 -2.29611
H -2.58255 2.21531 -0.26289
H -1.33695 2.25509 -1.02747
O -1.91779 1.60303 -0.64783
*
```

---

Arrangement x

DFT (ωB97M-V/def2-TZVPD) results for a cluster of 5 separate species, C3H15N2O2 in total.

Results
LUMO level = -9.38 eV
HOMO level = -13.12 eV
Gap between HOMO and LUMO = 3.7 eV

Structure (ORCA input):
```
! RIJCOSX wB97M-V def2-TZVPD def2/J DEFGRID3
* xyz 1 1
C 0.32186 0.33557 0.88386
C 1.65934 0.14343 1.64042
C 1.19693 1.48484 1.22454
N 2.61558 0.53977 -1.07540
N 2.22756 -2.04359 -1.38741
H -0.65755 0.27462 1.33894
H 0.41009 -0.09656 -0.10422
H 2.34239 -0.43705 1.04714
H 1.72794 -0.02915 2.70535
H 1.68746 2.00279 0.34971
H 0.87357 2.14376 2.01845
H 2.41222 -1.03257 -1.26680
H 2.19043 0.61838 -2.01144
H 3.59240 0.85646 -1.09536
H 3.00316 -2.63895 -1.08818
H 1.99549 -2.27414 -2.35022
H -4.19674 -0.33397 2.08289
H -4.26878 -0.06024 0.56173
O -3.65815 -0.11607 1.31567
H -4.53159 0.55407 -1.96460
H -5.91635 -0.02338 -1.58144
O -5.02727 0.13197 -1.24364
*
```

---

Arrangement y

DFT (ωB97M-V/def2-TZVPD) results for a cluster of 4 separate species, C3H15N2O2 in total.

Results
LUMO level = -8.72 eV
HOMO level = -14.30 eV
Gap between HOMO and LUMO = 5.6 eV

Structure (ORCA input):
```
! RIJCOSX wB97M-V def2-TZVPD def2/J DEFGRID3
* xyz 1 1
C -0.75016 1.48254 0.15478
N 0.38205 1.50034 -0.62780
C -1.89330 0.60965 -0.52531
N -1.75788 -0.79218 -0.38564
C -2.09240 -1.29067 0.84542
H -1.07261 2.51703 0.28054
H -0.47066 1.10220 1.14166
H 1.04129 2.26646 -0.53924
H 0.90006 0.60170 -0.64862
H -1.94465 0.83161 -1.60310
H -2.80699 0.79689 -0.06477
H -0.82624 -1.27467 -0.65319
H 6.75516 1.34045 -3.57929
H -1.46059 -0.83397 1.57606
H -1.86734 -2.31271 0.84374
H -3.15786 -1.11264 1.07076
H 0.68178 -1.21157 1.36147
H 1.26064 -1.97838 -0.66639
O 0.64331 -1.39087 -0.21666
H 7.17860 1.34821 -2.97062
H 0.90375 -1.27642 2.95552
O 0.35401 -0.92298 2.25071
*
```

---

The relative energies come out as arrangement w 0.0; arrangement x 166.8; arrangement y 149.4, with values in kcal/mol.

---

Arrangement w

DFT (ωB97M-V/def2-TZVPD) results for a structure of composition C3H15NO3S.

Results
LUMO level = -4.16 eV
HOMO level = -8.95 eV
Gap between HOMO and LUMO = 4.8 eV

Structure (ORCA input):
```
! RIJCOSX wB97M-V def2-TZVPD def2/J DEFGRID3
* xyz 0 1
C 0.36608 1.49103 -0.58586
C -0.87593 1.22150 0.25944
C -0.29833 1.03512 1.68294
S 1.44962 0.92042 1.60546
N 0.21302 1.44633 -1.97313
H 0.76780 2.44401 -0.22126
H 1.06425 0.61969 -0.46999
H -1.36645 0.28516 -0.00885
H -1.60791 2.02309 0.18473
H -0.53534 1.87368 2.34257
H -0.66244 0.13034 2.16232
H 2.07551 -1.51375 -0.47523
H -0.23829 2.25169 -2.40841
H -0.25082 0.54007 -2.17452
H 2.55927 -1.02436 -0.78474
H 0.94013 -1.28847 1.76324
O 0.61229 -2.00445 2.31990
H -0.79314 -1.34920 -0.83027
H -1.60644 -2.43521 0.12711
O -1.14722 -1.61532 0.22877
H -0.29059 -1.72817 -2.52796
H -0.06183 -2.31819 1.68583
O -0.31322 -1.00501 -1.90207
*
```

---

Arrangement x

DFT (ωB97M-V/def2-TZVPD) results for a cluster of 4 separate species, C3H15NO3S in total.

Results
Structure (SMILES) = CNCCS.O.O.O
LUMO level = 0.51 eV
HOMO level = -9.23 eV
Gap between HOMO and LUMO = 9.7 eV

Structure (ORCA input):
```
! RIJCOSX wB97M-V def2-TZVPD def2/J DEFGRID3
* xyz 0 1
C -0.49213 -0.08735 -2.72792
N -0.50935 -1.02892 -1.55196
C 0.06250 -0.48697 -0.28462
C -0.58102 -1.07881 0.94363
S 0.05755 -0.45980 2.59448
H 0.29804 0.68167 -2.74947
H -0.39400 -0.70203 -3.69020
H -1.48806 0.38749 -2.85505
H -0.21661 -1.91218 -1.76757
H -0.02300 0.57851 -0.30185
H 1.10826 -0.75180 -0.23696
H -0.52474 -2.25994 1.01988
H -1.62081 -0.69309 1.07410
H 0.55657 -1.60035 3.10920
O 2.11764 1.67604 1.37743
H 2.76183 2.04165 1.92286
H 1.38450 1.32596 1.88921
O 2.14208 2.47520 -1.40818
H 2.38075 2.27802 -0.46416
H 2.96205 2.53994 -1.85276
O -3.33414 -1.14826 -1.35796
H -2.31514 -1.02122 -1.50191
H -3.56564 -0.43849 -0.72019
*
```

---

Arrangement y

DFT (ωB97M-V/def2-TZVPD) results for a cluster of 4 separate species, C3H15NO3S in total.

Results
Structure (SMILES) = C[C@H](N)CS.O.O.O
LUMO level = 0.25 eV
HOMO level = -9.14 eV
Gap between HOMO and LUMO = 9.4 eV

Structure (ORCA input):
```
! RIJCOSX wB97M-V def2-TZVPD def2/J DEFGRID3
* xyz 0 1
C 1.18482 -2.65199 -1.79540
C -0.09208 -1.99298 -1.16576
N 0.27870 -0.70655 -0.45353
C -0.71821 -3.01686 -0.26179
S -0.53060 -2.89360 1.55487
H 1.45002 -3.54120 -1.26859
H 0.88238 -2.96254 -2.70945
H 1.87734 -1.89771 -1.95224
H -0.64977 -1.71888 -2.02225
H -0.40846 -0.14634 -0.12963
H 0.63361 -0.09684 -1.17457
H -0.68787 -3.85066 -0.82711
H -1.71788 -2.73473 -0.40973
H 0.72952 -2.39739 1.54211
O 0.34109 2.05132 1.58706
H 1.20073 1.95964 1.15711
H 0.39327 1.95099 2.60194
O -1.99290 2.84722 0.16042
H -1.58310 1.99572 -0.16270
H -1.35148 3.11551 0.69713
O 0.52558 5.75445 1.87970
H 0.09207 5.99626 1.03880
H 0.14322 4.93717 2.11359
*
```

---

The relative energies come out as arrangement w 125.5; arrangement x 0.0; arrangement y 26.7, with values in kcal/mol.